Model A:
DFT (the ωB97M-V functional and the def2-TZVPD basis) results for one molecule with the formula Cl2H2O2P2.

As for the SMILES: O=P(Cl)(Cl)OP. The value obtained for the HOMO energy is -9.4131 eV.

The geometry in ORCA input format:
```
! wB97M-V def2-TZVPD RIJCOSX def2/J DEFGRID3
* xyz 0 1
O 2.297 -0.415 -1.810
O 0.948 -0.322 0.917
P 0.072 0.917 1.216
P 2.587 -0.229 -0.405
Cl 3.592 -1.638 0.530
Cl 3.444 1.478 0.136
H -0.263 1.156 -0.028
H 1.139 1.952 1.032
*
```

Löwdin population analysis, charges in e, atoms 1 to 4:
1. O -0.355
2. O -0.757
3. P 0.661
4. P -0.056


Model B:
DFT (the ωB97M-V functional and the def2-TZVPD basis) results for one molecule with the formula Cl2H2O2P2.

As for the SMILES: O=[PH2]OP(Cl)Cl. The value obtained for the HOMO energy is -9.9710 eV.

The geometry in ORCA input format:
```
! wB97M-V def2-TZVPD RIJCOSX def2/J DEFGRID3
* xyz 0 1
O -0.888 -0.302 1.614
O 0.700 -1.916 0.338
P -0.127 -0.514 0.382
P 1.311 -2.661 1.706
Cl 1.707 -1.062 2.809
Cl 3.019 -3.091 0.890
H -0.681 -0.756 -0.939
H 1.052 0.181 0.218
*
```

Löwdin population analysis, charges in e, atoms 1 to 4:
1. O -0.421
2. O -0.741
3. P 0.536
4. P 0.044


Referenced to the most stable arrangement, the calculated values in kcal/mol are model A 39.0; model B 0.0.